# C36H94AsF6N10O13

C36H94AsF6N10O13 as an isolated structure at a distorted geometry (ωB97M-V with the def2-TZVPD basis set, the Open Molecules 2025 dataset).

Cartesian coordinates (Å):
As  0.11  1.92  1.59
F  -1.29  1.02  1.11
F  -0.93  3.18  2.24
F  1.46  2.84  2.12
F  1.15  0.63  1.02
F  0.16  2.73  0.04
F  0.05  1.16  3.17
C  2.15  1.15  -2.56
C  2.33  0.37  -3.85
C  1.10  -0.44  -4.19
O  1.19  -1.09  -5.45
C  2.05  -2.20  -5.44
N  2.56  1.34  -4.95
H  1.27  1.78  -2.57
H  3.03  1.72  -2.26
H  2.03  0.45  -1.73
H  3.23  -0.25  -3.78
H  0.25  0.24  -4.24
H  0.94  -1.22  -3.43
H  1.88  -2.86  -4.58
H  3.10  -1.90  -5.47
H  1.81  -2.81  -6.31
H  3.51  1.70  -4.87
H  2.51  0.85  -5.84
C  0.58  -4.08  3.91
O  0.69  -2.81  4.49
C  1.17  -1.81  3.58
C  2.46  -2.18  2.90
N  3.51  -2.46  3.87
C  4.55  -3.37  3.39
C  5.54  -2.76  2.41
O  6.59  -2.04  3.01
C  6.17  -0.79  3.56
H  1.55  -4.56  3.75
H  0.09  -4.11  2.93
H  0.01  -4.68  4.62
H  1.27  -0.85  4.09
H  0.38  -1.66  2.84
H  2.75  -1.33  2.26
H  2.32  -3.04  2.22
H  3.04  -2.81  4.70
H  4.01  -4.21  2.91
H  5.07  -3.77  4.26
H  5.01  -2.15  1.66
H  6.00  -3.58  1.86
H  5.32  -0.91  4.24
H  5.85  -0.13  2.75
H  7.02  -0.36  4.10
C  -3.11  -0.98  4.20
O  -4.36  -0.86  3.53
C  -4.24  -0.26  2.26
C  -5.61  -0.22  1.62
N  -6.47  0.70  2.40
C  -7.86  0.72  1.90
C  -8.01  1.29  0.51
O  -7.72  0.30  -0.46
C  -7.89  0.78  -1.78
H  -2.82  -0.05  4.68
H  -2.36  -1.36  3.50
H  -3.27  -1.73  4.98
H  -3.50  -0.77  1.63
H  -3.86  0.77  2.36
H  -6.07  -1.22  1.62
H  -5.57  0.07  0.58
H  -6.48  0.29  3.33
H  -8.38  1.36  2.62
H  -8.30  -0.28  2.00
H  -7.32  2.14  0.40
H  -9.03  1.66  0.39
H  -7.49  0.00  -2.42
H  -7.29  1.69  -1.94
H  -8.94  1.00  -1.98
C  -2.58  1.97  -1.72
O  -2.81  2.46  -3.04
C  -2.55  1.48  -4.01
C  -2.84  2.04  -5.39
N  -4.27  2.42  -5.42
C  -4.62  3.23  -6.58
C  -4.47  2.46  -7.88
O  -3.16  2.66  -8.40
C  -2.68  1.54  -9.11
H  -3.29  1.17  -1.47
H  -2.59  2.81  -1.04
H  -1.59  1.49  -1.73
H  -3.12  0.57  -3.79
H  -1.47  1.23  -3.97
H  -2.60  1.33  -6.17
H  -2.24  2.97  -5.41
H  -4.36  2.97  -4.57
H  -4.02  4.15  -6.65
H  -5.68  3.47  -6.51
H  -5.16  2.81  -8.65
H  -4.72  1.40  -7.73
H  -1.68  1.73  -9.50
H  -3.36  1.26  -9.92
H  -2.59  0.67  -8.45
C  -0.35  -10.92  -0.06
O  -0.16  -9.80  -0.87
C  0.18  -8.64  -0.17
C  0.77  -7.61  -1.14
N  0.90  -6.31  -0.50
C  1.42  -5.33  -1.46
C  1.58  -3.96  -0.87
O  0.33  -3.49  -0.44
C  0.31  -2.10  -0.22
H  0.55  -11.54  0.00
H  -1.16  -11.55  -0.42
H  -0.59  -10.65  0.98
H  0.89  -8.73  0.67
H  -0.69  -8.15  0.31
H  0.22  -7.64  -2.09
H  1.81  -7.94  -1.32
H  -0.04  -5.99  -0.29
H  0.79  -5.28  -2.37
H  2.39  -5.70  -1.81
H  2.02  -3.31  -1.65
H  2.31  -3.98  -0.05
H  0.69  -1.79  0.75
H  -0.74  -1.78  -0.22
H  0.83  -1.51  -0.98
C  0.44  6.37  1.76
O  0.99  6.01  3.00
C  -0.02  5.96  3.99
C  0.56  5.84  5.39
N  1.58  4.81  5.53
C  0.99  3.48  5.47
C  1.98  2.33  5.53
O  3.10  2.60  4.73
C  3.93  1.46  4.64
H  1.22  6.22  1.01
H  0.09  7.41  1.71
H  -0.42  5.71  1.56
H  -0.65  5.08  3.78
H  -0.66  6.85  3.86
H  -0.29  5.70  6.08
H  0.97  6.83  5.61
H  2.01  4.94  6.44
H  0.23  3.29  4.71
H  0.36  3.38  6.38
H  1.49  1.41  5.20
H  2.26  2.19  6.59
H  4.75  1.70  3.98
H  3.35  0.62  4.21
H  4.32  1.14  5.62
C  2.64  5.21  -1.18
O  2.82  5.16  0.02
N  3.46  5.91  -2.04
N  1.59  4.56  -1.78
H  4.35  6.18  -1.67
H  3.28  5.92  -3.02
H  1.54  4.42  -2.78
H  1.01  3.98  -1.19
C  4.97  1.09  0.66
O  4.88  1.95  1.51
N  6.17  0.84  0.02
N  3.93  0.28  0.27
H  6.31  0.02  -0.54
H  6.95  1.41  0.29
H  3.01  0.64  0.49
H  4.01  -0.38  -0.47

Energy above the lowest of the compared OMol25 structures with the same formula, charge and spin in kJ/mol: 87.1
Max |F| in hartree/bohr: 0.0420
Frontier orbital gap in eV: 7.68
Charge: -1
HOMO level in eV: -5.8